No. 1
{
  "formula": "C2H8S4",
  "method": "wB97M-V/def2-TZVPD",
  "charge": 1,
  "relative_energy_ev": 1.7352,
  "gap_ha": [0.235, 0.093],
  "multiplicity": 2,
  "elements": ["C", "S", "S", "H", "H", "H", "H", "C", "S", "S", "H", "H", "H", "H"],
  "positions_angstrom": [[1.665, -1.902, -0.486], [2.192, -1.021, 1.128], [4.161, -0.858, 0.642], [2.183, -2.849, -0.510], [0.719, -2.119, -0.065], [1.742, -1.336, -1.279], [4.307, 0.518, 0.697], [-1.151, 0.657, -1.328], [-2.893, 1.465, -1.303], [-3.775, 1.160, 0.532], [-1.291, -0.463, -1.224], [-0.669, 0.712, -2.389], [-0.441, 0.883, -0.503], [-4.584, 0.190, 0.165]],
  "mulliken_charge": [-0.872, 0.293, 0.058, 0.491, 0.270, 0.444, 0.305, -0.739, -0.044, -0.178, 0.248, 0.305, 0.245, 0.175]
}

=====

No. 2
{
  "formula": "C79H167BNO10P4",
  "method": "wB97M-V/def2-TZVPD",
  "charge": 3,
  "gap_ha": 0.064,
  "elements": ["O", "C", "O", "B", "O", "C", "O", "O", "C", "O", "C", "O", "O", "C", "C", "C", "C", "N", "C", "C", "C", "C", "C", "H", "H", "H", "H", "H", "H", "H", "H", "H", "H", "H", "H", "H", "H", "H", "H", "H", "H", "H", "H", "C", "C", "C", "C", "P", "C", "C", "C", "C", "C", "C", "C", "C", "C", "C", "C", "C", "H", "H", "H", "H", "H", "H", "H", "H", "H", "H", "H", "H", "H", "H", "H", "H", "H", "H", "H", "H", "H", "H", "H", "H", "H", "H", "H", "H", "H", "H", "H", "H", "H", "H", "H", "H", "C", "C", "C", "C", "P", "C", "C", "C", "C", "C", "C", "C", "C", "C", "C", "C", "C", "H", "H", "H", "H", "H", "H", "H", "H", "H", "H", "H", "H", "H", "H", "H", "H", "H", "H", "H", "H", "H", "H", "H", "H", "H", "H", "H", "H", "H", "H", "H", "H", "H", "H", "H", "H", "C", "C", "C", "C", "P", "C", "C", "C", "C", "C", "C", "C", "C", "C", "C", "C", "C", "H", "H", "H", "H", "H", "H", "H", "H", "H", "H", "H", "H", "H", "H", "H", "H", "H", "H", "H", "H", "H", "H", "H", "H", "H", "H", "H", "H", "H", "H", "H", "H", "H", "H", "H", "H", "C", "C", "C", "C", "P", "C", "C", "C", "C", "C", "C", "C", "C", "C", "C", "C", "C", "H", "H", "H", "H", "H", "H", "H", "H", "H", "H", "H", "H", "H", "H", "H", "H", "H", "H", "H", "H", "H", "H", "H", "H", "H", "H", "H", "H", "H", "H", "H", "H", "H", "H", "H", "H", "C", "C", "O", "O", "H", "H", "H"],
  "positions_angstrom": [[3.508, -1.073, 2.204], [2.996, -1.430, 1.149], [3.588, -1.349, 0.021], [2.654, -1.783, -1.074], [1.537, -2.412, -0.326], [1.659, -2.138, 0.838], [0.928, -2.439, 1.787], [3.327, -2.728, -1.957], [3.037, -2.425, -3.257], [3.343, -3.033, -4.248], [2.428, -0.987, -3.226], [2.298, -0.641, -1.962], [2.208, -0.312, -4.203], [5.897, 0.852, 0.271], [5.028, 1.348, -0.849], [5.547, 2.685, -1.604], [5.740, 3.773, -0.540], [6.100, 5.230, -1.026], [6.214, 6.246, 0.159], [5.925, 7.635, -0.366], [5.189, 7.409, -1.724], [4.865, 5.919, -1.710], [7.315, 5.134, -1.960], [6.941, 0.848, -0.044], [5.565, -0.122, 0.629], [5.781, 1.509, 1.133], [3.995, 1.415, -0.508], [4.953, 0.526, -1.561], [4.767, 2.922, -2.327], [6.437, 2.604, -2.228], [6.706, 3.490, -0.122], [4.933, 3.777, 0.193], [7.210, 6.180, 0.596], [5.377, 6.075, 0.836], [6.809, 8.261, -0.486], [5.272, 8.167, 0.326], [5.803, 7.793, -2.539], [4.227, 7.922, -1.744], [4.870, 5.516, -2.723], [4.036, 5.564, -1.098], [8.117, 4.564, -1.488], [7.676, 6.141, -2.168], [7.022, 4.611, -2.870], [4.792, 3.132, -5.475], [3.569, 2.315, -5.059], [2.326, 2.744, -5.812], [1.916, 4.180, -5.527], [0.113, 4.373, -5.861], [-0.368, 3.240, -7.292], [0.031, 3.730, -8.733], [-0.110, 2.595, -9.735], [1.175, 1.937, -10.121], [-0.905, 3.782, -4.450], [-0.744, 2.280, -4.234], [-1.622, 1.541, -3.098], [-3.145, 1.692, -3.373], [-0.376, 6.123, -6.232], [0.541, 6.936, -7.287], [0.369, 8.485, -7.098], [-1.016, 9.045, -6.570], [4.682, 4.214, -5.415], [5.201, 2.975, -6.473], [5.602, 3.044, -4.750], [3.376, 2.551, -4.012], [3.697, 1.246, -5.226], [1.537, 2.060, -5.501], [2.389, 2.533, -6.879], [2.515, 4.897, -6.088], [2.148, 4.534, -4.522], [-1.458, 3.222, -7.293], [-0.208, 2.191, -7.043], [1.036, 4.153, -8.732], [-0.600, 4.570, -9.022], [-0.541, 3.076, -10.614], [-0.843, 1.856, -9.413], [1.834, 2.595, -10.688], [0.977, 1.065, -10.744], [1.696, 1.692, -9.196], [-1.965, 4.029, -4.495], [-0.475, 4.372, -3.640], [0.218, 1.805, -4.044], [-1.016, 1.810, -5.179], [-1.277, 1.951, -2.149], [-1.296, 0.502, -3.051], [-3.497, 1.389, -4.359], [-3.336, 2.763, -3.305], [-3.756, 1.135, -2.663], [-0.377, 6.518, -5.216], [-1.433, 6.100, -6.499], [0.440, 6.667, -8.339], [1.609, 6.795, -7.120], [0.684, 9.078, -7.956], [0.987, 8.783, -6.251], [-1.858, 8.901, -7.246], [-0.914, 10.113, -6.379], [-1.279, 8.600, -5.610], [-7.794, -0.611, 5.688], [-6.435, -0.017, 5.722], [-5.638, -0.344, 4.393], [-6.231, 0.550, 3.196], [-5.854, 0.002, 1.465], [-6.248, 1.308, 0.166], [-7.257, 0.879, -0.848], [-7.706, 1.903, -1.906], [-6.622, 2.307, -2.833], [-4.033, -0.541, 1.450], [-3.664, -1.260, 0.162], [-2.167, -1.270, -0.174], [-1.766, -2.117, -1.392], [-6.795, -1.553, 1.114], [-6.403, -2.825, 1.900], [-7.141, -4.102, 1.486], [-6.902, -5.229, 2.547], [-8.411, -0.435, 4.807], [-8.361, -0.262, 6.551], [-7.752, -1.700, 5.707], [-5.798, -0.406, 6.517], [-6.385, 1.045, 5.960], [-5.563, -1.415, 4.206], [-4.644, 0.096, 4.469], [-5.897, 1.581, 3.314], [-7.306, 0.706, 3.291], [-5.371, 1.488, -0.455], [-6.335, 2.327, 0.542], [-8.096, 0.654, -0.190], [-6.891, 0.025, -1.418], [-8.222, 2.717, -1.396], [-8.458, 1.441, -2.545], [-6.906, 3.063, -3.565], [-6.246, 1.484, -3.441], [-5.699, 2.716, -2.422], [-3.918, -1.219, 2.296], [-3.651, 0.457, 1.665], [-4.268, -0.848, -0.646], [-4.024, -2.273, 0.343], [-1.611, -1.680, 0.669], [-1.918, -0.233, -0.397], [-2.316, -1.801, -2.277], [-1.748, -3.184, -1.165], [-0.695, -1.932, -1.474], [-6.741, -1.753, 0.044], [-7.834, -1.304, 1.326], [-6.630, -2.646, 2.951], [-5.325, -2.986, 1.917], [-6.782, -4.335, 0.483], [-8.214, -3.911, 1.448], [-7.168, -6.116, 1.973], [-7.627, -5.144, 3.356], [-5.914, -5.268, 3.005], [2.922, -2.387, 5.008], [2.781, -3.904, 5.003], [2.037, -4.435, 3.791], [2.050, -6.041, 3.606], [1.275, -6.868, 2.214], [2.002, -6.127, 0.706], [1.760, -6.916, -0.613], [2.118, -6.019, -1.844], [3.538, -6.264, -2.379], [1.601, -8.717, 2.235], [0.634, -9.521, 3.181], [0.677, -11.089, 3.057], [1.806, -11.781, 3.775], [-0.536, -6.679, 2.159], [-0.975, -5.319, 1.763], [-2.504, -5.193, 1.547], [-3.155, -6.061, 0.452], [3.322, -1.880, 5.886], [2.046, -1.803, 4.725], [3.580, -2.212, 4.156], [2.282, -4.214, 5.922], [3.823, -4.219, 5.048], [2.400, -4.029, 2.847], [1.018, -4.068, 3.920], [1.758, -6.626, 4.478], [3.104, -6.305, 3.511], [3.090, -6.122, 0.774], [1.586, -5.120, 0.680], [0.744, -7.298, -0.518], [2.308, -7.857, -0.667], [1.985, -4.981, -1.539], [1.499, -6.329, -2.686], [3.773, -7.321, -2.508], [4.248, -6.002, -1.594], [3.686, -5.764, -3.336], [2.654, -8.955, 2.386], [1.356, -9.003, 1.213], [-0.368, -9.175, 2.925], [0.617, -9.160, 4.209], [0.731, -11.287, 1.986], [-0.253, -11.504, 3.444], [1.563, -12.141, 4.774], [2.661, -11.118, 3.909], [2.077, -12.657, 3.187], [-1.026, -6.941, 3.097], [-0.840, -7.445, 1.446], [-0.552, -5.110, 0.781], [-0.631, -4.595, 2.502], [-2.675, -4.155, 1.262], [-2.973, -5.522, 2.474], [-2.621, -5.904, -0.485], [-4.193, -5.883, 0.170], [-2.961, -7.120, 0.621], [1.224, 2.068, 0.013], [1.743, 2.115, 1.502], [0.774, 1.582, 2.550], [-0.035, 2.694, 3.215], [-0.738, 2.266, 4.719], [0.619, 2.129, 5.856], [0.321, 1.490, 7.278], [1.638, 1.433, 8.153], [2.561, 0.404, 7.609], [-1.814, 3.778, 5.228], [-1.019, 5.125, 5.276], [-1.930, 6.204, 5.921], [-1.302, 7.532, 5.850], [-1.696, 0.788, 4.536], [-0.836, -0.515, 4.407], [-1.281, -1.786, 5.275], [-2.502, -2.514, 4.629], [0.801, 1.068, -0.075], [1.872, 2.259, -0.843], [0.396, 2.753, -0.167], [2.053, 3.135, 1.729], [2.700, 1.612, 1.638], [1.277, 0.914, 3.249], [0.020, 0.994, 2.025], [-0.871, 2.901, 2.547], [0.534, 3.550, 3.579], [1.076, 3.081, 6.126], [1.433, 1.605, 5.354], [-0.091, 0.502, 7.072], [-0.451, 2.048, 7.809], [1.188, 1.160, 9.108], [2.120, 2.409, 8.208], [2.238, -0.624, 7.775], [3.493, 0.274, 8.158], [2.805, 0.482, 6.550], [-2.283, 3.515, 6.176], [-2.591, 3.782, 4.463], [-0.806, 5.429, 4.251], [-0.100, 4.863, 5.801], [-2.135, 6.060, 6.982], [-2.840, 6.252, 5.322], [-1.957, 8.305, 6.252], [-1.058, 7.876, 4.845], [-0.389, 7.508, 6.445], [-2.292, 1.005, 3.649], [-2.421, 0.641, 5.336], [0.162, -0.286, 4.782], [-0.773, -0.869, 3.378], [-1.575, -1.502, 6.286], [-0.462, -2.492, 5.413], [-3.442, -1.982, 4.776], [-2.667, -3.407, 5.233], [-2.491, -2.928, 3.620], [5.058, -4.321, -6.964], [4.369, -5.158, -8.028], [5.128, -5.959, -8.680], [3.132, -4.927, -8.256], [4.432, -4.001, -6.131], [5.410, -3.449, -7.515], [5.927, -4.911, -6.672]],
  "mulliken_charge": [-0.650, 0.517, -0.362, 0.727, -0.229, 0.151, -0.101, -0.694, 0.161, -0.630, 0.512, 0.343, -0.679, -1.663, 0.764, 0.060, -1.045, 0.275, -0.530, -0.633, -0.675, -0.388, -0.800, 0.460, 0.414, 0.244, -0.681, 0.371, -0.184, 0.529, 0.335, 0.328, 0.418, 0.276, 0.306, 0.340, 0.367, 0.386, 0.161, 0.462, 0.329, 0.419, 0.302, -1.593, 0.531, -0.675, -0.471, 0.715, -1.474, -0.736, -0.706, -1.154, -0.849, -0.247, -0.030, -1.094, -0.983, -0.453, -0.658, -1.196, 0.302, 0.427, 0.451, -0.614, 0.611, 0.004, 0.143, 0.782, 0.302, 0.757, 0.802, 0.511, 0.362, 0.382, 0.413, 0.326, 0.387, 0.199, 0.506, 0.394, 0.126, 0.220, -0.193, 0.131, 0.385, 0.457, 0.081, 0.637, 0.629, 0.369, 0.170, 0.443, 0.241, 0.316, 0.411, 0.277, -1.226, -1.000, 1.074, -1.135, 0.561, -0.511, -0.366, -0.756, -1.187, -0.080, -0.415, 0.689, -1.423, -1.161, 0.244, -0.812, -1.337, 0.302, 0.399, 0.323, 0.447, 0.398, 0.103, -0.862, 0.610, 0.605, 0.127, 0.665, 0.362, 0.240, 0.424, 0.315, 0.439, 0.355, 0.218, -0.096, 0.479, 0.439, -0.084, -0.677, 0.509, 0.519, 0.074, 0.118, 0.401, 0.875, 0.058, -0.186, 0.501, 0.418, 0.396, 0.416, 0.275, -0.759, -0.925, 1.300, -1.846, 1.320, 0.050, -1.104, 0.306, -1.410, -0.888, -0.907, -0.603, -1.163, -1.603, 1.791, -0.141, -1.613, 0.461, -0.129, 0.204, 0.346, 0.453, -0.220, -0.514, 0.592, 0.569, 0.974, -0.965, 0.591, 0.458, -0.546, 0.389, 0.448, 0.327, 0.349, 0.594, 0.532, 0.319, 0.491, 0.325, 0.403, 0.317, 0.309, 0.317, 0.673, 0.729, -0.234, -0.861, -0.465, 0.625, 0.403, 0.316, 0.406, -1.086, -1.123, 0.982, -1.230, 0.590, -1.210, -0.410, -0.768, -1.086, -1.128, -0.582, -0.250, -1.469, 0.520, 0.572, -1.060, -0.645, -0.027, 0.288, 0.585, 0.564, 0.282, -0.112, -0.451, 0.514, 0.700, 0.824, 0.492, 0.014, 0.430, 0.371, 0.339, 0.328, 0.529, 0.247, 0.672, 0.779, 0.278, 0.337, 0.351, 0.281, 0.410, 0.359, 0.340, -0.703, 0.774, -0.516, -0.339, 0.685, 0.258, -0.184, 0.630, -0.007, -0.212, 0.495, -0.737, -0.749, -0.153, 0.213, 0.252]
}

=====

No. 3
{
  "formula": "C5H8O2",
  "method": "wB97M-V/def2-TZVPD",
  "charge": 0,
  "relative_energy_ev": 3.2751,
  "gap_ha": 0.362,
  "elements": ["O", "C", "C", "C", "C", "O", "C", "H", "H", "H", "H", "H", "H", "H", "H"],
  "positions_angstrom": [[-1.888, 1.259, 0.423], [-1.485, -0.095, 0.312], [0.002, 0.018, 0.407], [0.854, 0.122, 1.444], [1.945, 0.563, 0.539], [3.070, 0.966, 0.662], [0.992, 0.389, -0.676], [-2.815, 1.335, 0.178], [-1.899, -0.723, 1.117], [-1.796, -0.537, -0.649], [0.032, -2.260, -0.210], [0.747, -0.020, 2.514], [0.344, -2.003, 0.417], [0.730, 1.305, -1.209], [1.279, -0.392, -1.394]],
  "mulliken_charge": [-0.509, -0.374, 0.187, -0.666, 0.460, -0.586, -0.352, 0.313, 0.316, 0.297, 0.104, 0.401, -0.027, 0.239, 0.196]
}

=====

No. 4
{
  "formula": "C5H13N2",
  "method": "wB97M-V/def2-TZVPD",
  "charge": 1,
  "relative_energy_ev": 8.1266,
  "gap_ha": 0.198,
  "elements": ["N", "C", "C", "C", "C", "C", "N", "H", "H", "H", "H", "H", "H", "H", "H", "H", "H", "H", "H", "H"],
  "positions_angstrom": [[0.521, -0.746, -0.210], [-0.391, -0.179, 0.649], [0.010, 1.326, 0.932], [0.061, 2.016, -0.405], [-0.539, 3.153, -0.801], [-0.564, -1.057, 1.922], [-1.105, -2.338, 1.367], [1.459, -0.607, 0.210], [-1.397, -0.181, 0.176], [-0.659, -2.553, 0.477], [2.629, -3.202, -5.481], [-0.791, 1.768, 1.545], [0.992, 1.374, 1.447], [0.722, 1.540, -1.104], [-1.208, 3.730, -0.171], [-0.504, 3.378, -1.884], [-1.383, -0.742, 2.533], [0.422, -1.087, 2.442], [2.647, -2.456, -5.619], [-0.921, -3.136, 1.972]],
  "mulliken_charge": [-0.248, 0.143, -0.564, -0.056, -0.766, -0.555, -0.494, 0.362, 0.359, 0.280, 0.006, 0.380, 0.347, 0.310, 0.287, 0.260, 0.334, 0.348, -0.006, 0.272]
}

=====

No. 5
{
  "formula": "C4H2N2O",
  "method": "wB97M-V/def2-TZVPD",
  "smiles": "N=C=C=C1NC1=O",
  "charge": 0,
  "relative_energy_ev": 3.5382,
  "gap_ha": 0.341,
  "elements": ["N", "C", "C", "C", "N", "C", "O", "H", "H"],
  "positions_angstrom": [[2.216, 1.639, -0.047], [1.709, 0.536, 0.005], [1.237, -0.685, 0.047], [-0.072, -0.854, -0.032], [-1.278, -0.080, -0.156], [-1.399, -1.433, -0.006], [-2.205, -2.302, 0.129], [1.565, 2.419, -0.089], [-1.773, 0.759, 0.149]],
  "mulliken_charge": [-0.517, 0.825, -1.197, 0.739, -0.287, 0.397, -0.506, 0.282, 0.264]
}

=====

No. 6
{
  "formula": "C4H4S2",
  "method": "wB97M-V/def2-TZVPD",
  "smiles": "C=C=S.C=C=S",
  "charge": 0,
  "relative_energy_ev": 2.8267,
  "gap_ha": 0.306,
  "elements": ["C", "C", "S", "H", "H", "C", "C", "S", "H", "H"],
  "positions_angstrom": [[-1.921, 0.935, 0.690], [-0.934, 1.774, 0.770], [0.256, 2.829, 0.975], [-2.903, 1.186, 0.910], [-1.610, -0.091, 0.313], [1.488, -1.500, -1.293], [1.223, -1.162, -0.078], [1.239, -0.738, 1.412], [2.364, -1.053, -1.775], [0.798, -2.181, -1.925]],
  "mulliken_charge": [-0.303, 0.108, -0.244, 0.297, 0.152, -0.449, 0.242, -0.262, 0.240, 0.219]
}

=====

Energy for every record listed, in sequence, given in Ha: -1673.36713 -5306.85555 -345.68460 -307.32296 -338.21140 -951.06861.